Computed, not measured: a structure of composition C5H8O4, with ωB97M-V/def2-TZVPD.

Calculated values
Relative energy (zero: lowest compared OMol25 entry of this formula, charge and spin), kcal per mole: 153.41
LUMO, eV: -0.24
M, u: 132.1
Gap between HOMO and LUMO, eV: 9.10
Max |F|, eV Å⁻¹: 2.65

```
! wB97M-V def2-TZVPD RIJCOSX def2/J DEFGRID3
* xyz 0 1
C -0.72 -0.11 -0.78
H 1.91 1.27 -0.29
C 0.40 -0.42 2.13
O -1.39 0.01 -1.97
H 2.69 -0.32 -0.05
H -2.12 0.73 0.84
C 0.77 -0.42 -1.08
H -2.34 0.05 -1.76
C 1.74 0.22 -0.05
H 0.87 -1.51 -1.08
O -1.34 -0.91 0.10
O -1.80 1.61 0.52
C 1.11 0.10 1.25
H -0.65 -0.78 1.26
H 0.42 -0.74 3.15
H 1.01 -0.04 -2.07
O -0.57 1.26 -0.11
*
```


Computed, not measured: a structure of composition CH3NS3, with ωB97M-V/def2-TZVPD.

Calculated values
Relative energy (zero: lowest compared OMol25 entry of this formula, charge and spin), kcal per mole: 28.31
LUMO, eV: -0.40
M, u: 125.2
Gap between HOMO and LUMO, eV: 8.42
Max |F|, eV Å⁻¹: 2.80

```
! wB97M-V def2-TZVPD RIJCOSX def2/J DEFGRID3
* xyz 0 1
H 1.00 -2.58 -1.57
S 0.07 -1.58 -1.66
S 2.11 0.49 -0.23
N -0.08 -1.12 -0.01
H -0.74 -1.63 0.56
C 0.72 -0.11 0.37
H 0.63 1.30 2.87
S -0.36 0.78 2.16
*
```


Computed, not measured: a structure of composition C25H24BI2N8O3Ta, with ωB97M-V/def2-TZVPD.

Calculated values
Relative energy (zero: lowest compared OMol25 entry of this formula, charge and spin), kcal per mole: 0.00
LUMO, eV: -7.25
M, u: 930.1
Gap between HOMO and LUMO, eV: 6.55
Max |F|, eV Å⁻¹: 0.54

```
! wB97M-V def2-TZVPD RIJCOSX def2/J DEFGRID3
* xyz 2 1
C 2.12 2.14 -0.36
H 4.58 0.32 -2.18
H 0.66 4.61 -1.90
H -3.14 3.77 0.16
H 0.60 0.12 7.19
C 0.93 0.28 3.83
H 3.08 4.11 -0.69
H -1.39 -5.92 -2.96
H -2.99 -0.48 -4.76
N -0.55 -1.20 2.60
C -2.45 -0.08 -3.92
H 2.82 1.55 0.21
H 3.13 2.65 4.84
C -1.50 -3.52 0.02
C 1.03 3.71 -1.43
O 0.92 0.05 1.44
C 2.24 3.44 -0.81
N -1.57 0.98 0.47
N -1.56 1.33 -2.46
C -0.71 -3.21 -1.11
N -1.87 2.15 -0.18
H 4.26 -1.24 -2.97
H 1.48 -3.19 -4.49
C 0.40 -0.33 2.61
H -1.77 -3.14 2.12
I 2.43 0.55 -3.74
C 1.90 1.29 3.74
H -2.69 2.15 -4.02
C 1.05 -2.99 -3.51
H 1.82 -3.06 -2.75
C -2.30 1.26 -3.56
H 2.30 1.90 7.04
C -1.43 -5.25 -2.11
H 2.25 1.62 2.77
N -1.20 0.08 -2.06
C -2.78 2.83 0.52
C -1.40 -2.73 1.19
N 0.26 2.62 -1.37
H 0.62 -1.99 -3.52
H -0.28 -0.92 5.13
C 3.82 -0.39 -2.46
Ta 0.02 -0.32 -0.27
C 0.46 -0.14 5.07
I 3.04 -1.17 -0.62
C -1.75 -0.77 -2.96
C -2.24 -4.71 0.07
H -1.62 -1.84 -2.87
O 0.05 -3.98 -3.33
H -1.71 3.53 -1.97
O -0.05 -2.02 -1.09
C 0.96 0.45 6.22
C 1.92 1.45 6.14
N 0.92 1.63 -0.72
C -2.34 0.96 1.58
N -0.79 -1.57 1.28
H -2.82 -4.94 0.96
C -3.12 2.10 1.65
C -2.22 -5.56 -1.01
C 2.38 1.87 4.90
B -1.26 2.52 -1.55
H -2.79 -6.47 -1.00
C -0.65 -4.10 -2.19
H -2.31 0.14 2.27
H -3.83 2.36 2.41
*
```